Below is a 11-piece molecular cluster, C28H75BrNO11P overall at a distorted geometry, with properties calculated with wB97M-V/def2-TZVPD.

XYZ file:
```
117
Properties=species:S:1:pos:R:3:mulliken_charge:R:1
C -0.492 1.374 0.373 -0.753
C -1.774 0.939 1.243 -0.314
C -2.409 -0.444 0.775 0.616
Br -1.758 -1.851 2.029 -0.217
P -4.274 -0.384 0.535 0.069
C -4.989 -2.140 0.761 -0.615
C -4.216 -3.217 -0.089 -0.340
N -3.821 -4.278 0.548 -0.277
C -5.108 0.617 1.889 -0.763
C -6.753 0.590 1.531 0.094
C -7.198 1.672 0.370 -0.636
O -7.102 0.100 0.180 -0.396
H 0.308 1.681 1.117 0.192
H -0.131 0.543 -0.306 0.233
H -0.824 2.298 -0.198 0.170
H -1.388 0.774 2.298 0.345
H -2.506 1.796 1.253 -0.089
H -1.965 -0.685 -0.242 -0.243
H -6.099 -2.178 0.593 0.441
H -4.826 -2.382 1.863 0.260
H -3.994 -3.049 -1.184 0.348
H -3.329 -4.901 -0.112 0.120
H -4.850 1.707 1.899 0.396
H -5.118 0.126 2.904 0.433
H -7.496 0.414 2.409 0.310
H -6.552 1.787 -0.540 0.293
H -8.313 1.775 0.410 0.307
C -1.196 4.928 2.226 -0.755
C -0.832 4.263 3.539 -0.317
O 0.494 3.751 3.478 -0.496
H -1.117 4.216 1.401 -0.015
H -2.214 5.321 2.257 0.329
H -0.508 5.749 2.006 0.398
H -1.506 3.430 3.746 0.279
H -0.897 4.975 4.368 0.311
H 1.083 4.493 3.303 0.272
C 1.129 -1.983 -2.942 -0.887
C 0.188 -0.800 -3.056 -0.233
O 0.747 0.344 -2.416 -0.454
H 1.326 -2.216 -1.893 0.296
H 0.705 -2.867 -3.425 0.284
H 2.093 -1.757 -3.406 0.283
H -0.765 -1.021 -2.573 0.160
H -0.005 -0.556 -4.106 0.314
H 1.583 0.542 -2.853 0.276
C -0.906 -8.368 -0.868 -1.023
C -1.010 -6.921 -1.312 -0.026
O -1.467 -6.106 -0.236 -0.439
H -1.875 -8.733 -0.522 0.276
H -0.561 -9.004 -1.686 0.238
H -0.210 -8.466 -0.030 0.345
H -1.721 -6.824 -2.133 0.178
H -0.040 -6.546 -1.650 0.212
H -0.831 -6.187 0.483 0.220
C 6.197 -2.687 -2.740 -1.022
C 4.996 -3.458 -3.252 -0.116
O 4.679 -3.047 -4.578 -0.516
H 5.996 -1.614 -2.751 0.266
H 6.449 -2.988 -1.720 0.314
H 7.067 -2.856 -3.380 0.327
H 4.124 -3.270 -2.624 0.190
H 5.194 -4.535 -3.255 0.273
H 5.448 -3.223 -5.130 0.290
C -5.511 4.168 -2.863 -1.012
C -4.435 4.351 -1.811 -0.317
O -3.960 3.087 -1.360 -0.387
H -6.346 3.589 -2.461 0.219
H -5.888 5.133 -3.210 0.363
H -5.122 3.614 -3.722 0.336
H -4.833 4.886 -0.946 0.275
H -3.592 4.923 -2.212 0.277
H -3.600 2.622 -2.124 0.241
C 2.608 4.817 0.023 -0.398
C 2.505 6.246 -0.470 -0.264
O 2.039 7.092 0.575 -0.527
H 1.635 4.462 0.374 -0.051
H 2.959 4.153 -0.770 0.333
H 3.296 4.749 0.869 0.103
H 1.800 6.316 -1.300 0.323
H 3.479 6.612 -0.812 0.238
H 2.672 7.032 1.301 0.277
C -5.684 -7.600 2.279 -0.805
C -6.627 -6.414 2.208 -0.210
O -6.067 -5.296 2.882 -0.535
H -5.482 -7.866 3.319 0.256
H -6.109 -8.468 1.768 0.332
H -4.723 -7.357 1.818 0.131
H -7.578 -6.652 2.687 0.298
H -6.825 -6.135 1.167 0.234
H -5.231 -5.085 2.447 0.252
C 5.951 7.594 2.317 -1.037
C 5.810 6.222 2.947 -0.185
O 5.229 5.312 2.016 -0.498
H 4.977 7.972 1.996 0.268
H 6.390 8.305 3.022 0.333
H 6.584 7.548 1.426 0.301
H 5.160 6.268 3.823 0.306
H 6.783 5.835 3.259 0.191
H 5.812 5.269 1.249 0.290
C 9.649 5.958 5.321 -0.992
C 10.073 5.877 3.867 -0.304
O 9.182 6.625 3.047 -0.474
H 8.633 5.576 5.445 0.241
H 10.323 5.381 5.958 0.353
H 9.644 6.996 5.665 0.316
H 10.056 4.842 3.522 0.285
H 11.087 6.269 3.735 0.301
H 9.207 7.540 3.349 0.283
C 0.262 -8.730 -5.144 -0.975
C -0.679 -7.542 -5.209 -0.303
O -0.114 -6.424 -4.533 -0.421
H 0.467 -8.999 -4.105 0.213
H -0.166 -9.596 -5.654 0.331
H 1.222 -8.489 -5.607 0.347
H -1.628 -7.780 -4.727 0.269
H -0.880 -7.262 -6.248 0.295
H 0.720 -6.211 -4.968 0.266
```

Charge: 0
Structure (SMILES): [H]/N=C/CP(C[C@H]1CO1)[C@H](Br)CC.CCO.CCO.CCO.CCO.CCO.CCO.CCO.CCO.CCO.CCO

***

Below is C28H77BaF4N9O15S4 as an isolated structure at a distorted geometry, with properties calculated with wB97M-V/def2-TZVPD.

XYZ file:
```
138
Properties=species:S:1:pos:R:3:mulliken_charge:R:1
Ba 0.466 -0.383 -0.449 -0.755
N 4.945 -1.217 0.756 -0.463
S 4.218 -2.396 -0.185 1.031
O 4.421 -3.689 0.375 -0.574
O 4.269 -2.106 -1.662 -0.512
F 2.712 -2.199 0.421 -0.279
S 4.869 0.217 0.050 1.150
O 5.464 0.269 -1.280 -0.527
O 5.078 1.338 0.909 -0.580
F 3.198 0.332 -0.267 -0.020
N -2.651 -0.380 -1.933 -0.202
S -2.178 0.494 -3.174 1.071
O -2.868 1.717 -3.305 -0.605
O -1.794 -0.296 -4.314 -0.557
F -0.843 1.093 -2.418 -0.137
S -3.420 0.015 -0.654 0.982
O -4.284 -1.033 -0.213 -0.642
O -3.702 1.403 -0.499 -0.572
F -2.156 -0.096 0.449 0.264
C 2.604 1.326 2.882 -1.306
C 1.746 0.108 3.058 1.101
C 1.629 -0.216 4.542 -0.455
O 2.880 -0.090 5.223 -0.366
C 2.919 -0.699 6.516 -0.760
N 0.510 0.283 2.393 2.241
H 2.129 2.249 3.299 0.256
H 2.835 1.518 1.861 0.012
H 3.525 1.231 3.450 0.397
H 2.268 -0.713 2.540 -0.308
H 1.273 -1.237 4.794 0.350
H 0.841 0.404 4.996 0.102
H 2.221 -0.137 7.186 0.280
H 3.988 -0.698 6.747 0.273
H 2.550 -1.740 6.605 0.291
H 0.064 1.172 2.624 -0.739
H -0.183 -0.427 2.648 -0.656
C -1.933 -4.770 -1.966 -1.495
C -1.557 -3.483 -1.143 0.762
C -0.709 -4.014 0.025 -1.230
O -0.336 -2.988 0.987 0.670
C 0.219 -3.347 2.167 -0.575
N -0.699 -2.520 -1.868 0.680
H -2.425 -5.539 -1.375 0.507
H -0.992 -5.134 -2.387 0.324
H -2.476 -4.539 -2.889 0.345
H -2.448 -2.889 -0.828 -0.173
H 0.210 -4.425 -0.400 0.327
H -1.152 -4.866 0.499 0.585
H -0.405 -3.942 2.848 0.326
H 0.314 -2.425 2.791 -0.260
H 1.214 -3.774 2.191 0.290
H 0.098 -3.003 -2.121 -0.304
H -1.252 -2.343 -2.723 0.048
C -4.359 -0.474 3.470 -1.965
C -2.939 0.152 3.497 1.131
C -2.526 0.691 4.858 -0.285
O -3.323 1.745 5.307 -0.217
C -2.979 2.160 6.586 -0.912
N -2.023 -0.969 3.215 -0.273
H -4.596 -0.880 2.544 0.560
H -5.005 0.391 3.656 0.375
H -4.490 -1.257 4.239 0.356
H -2.872 0.917 2.690 -0.432
H -1.500 1.029 4.935 -0.211
H -2.599 -0.162 5.563 0.495
H -3.325 1.443 7.383 0.221
H -3.469 3.164 6.580 0.268
H -1.922 2.349 6.613 0.399
H -2.111 -1.668 3.919 0.296
H -2.366 -1.370 2.347 -0.066
C 0.768 -3.591 -5.830 -1.626
C 0.602 -4.396 -4.614 1.422
C 0.835 -5.890 -4.938 -1.216
O 0.640 -6.623 -3.745 -0.163
C 0.839 -7.987 -4.001 -0.841
N 1.465 -3.900 -3.556 -0.392
H 0.164 -4.065 -6.649 0.443
H 1.820 -3.463 -6.085 0.374
H 0.358 -2.598 -5.673 0.283
H -0.425 -4.387 -4.194 -0.580
H 1.878 -6.057 -5.336 0.393
H 0.177 -6.238 -5.752 0.436
H 1.795 -8.205 -4.572 0.297
H 0.081 -8.393 -4.672 0.338
H 0.950 -8.578 -3.080 0.255
H 1.167 -4.486 -2.785 0.214
H 2.478 -3.979 -3.752 0.295
C 0.276 4.655 0.801 -2.004
C -0.342 3.628 -0.116 1.888
C -0.900 4.052 -1.475 -1.005
O 0.196 4.426 -2.316 -0.409
C -0.117 5.449 -3.327 -0.843
N 0.757 2.583 -0.392 0.556
H 0.613 4.235 1.735 0.200
H -0.431 5.477 0.988 0.427
H 1.096 5.139 0.320 0.650
H -1.216 3.132 0.423 -0.964
H -1.616 4.855 -1.307 0.850
H -1.450 3.175 -1.853 0.178
H 0.106 6.443 -2.939 0.266
H -1.194 5.388 -3.565 0.358
H 0.447 5.168 -4.226 0.276
H 0.881 2.710 -1.396 -0.406
H 1.602 2.886 0.035 0.123
C 2.779 1.724 -3.508 -1.390
C 2.485 0.314 -3.956 0.430
C 3.701 -0.410 -4.621 -0.612
O 4.332 0.295 -5.682 -0.446
C 3.647 0.141 -6.951 -0.632
N 1.959 -0.527 -2.867 1.337
H 1.840 2.205 -3.337 0.030
H 3.269 2.219 -4.324 0.561
H 3.408 1.634 -2.595 0.116
H 1.696 0.390 -4.771 0.281
H 3.310 -1.375 -4.892 0.382
H 4.479 -0.566 -3.890 0.222
H 3.735 -0.975 -7.261 0.235
H 4.191 0.864 -7.615 0.281
H 2.615 0.447 -6.988 0.274
H 2.752 -1.061 -2.467 -0.299
H 1.509 -1.371 -3.347 -0.358
C -3.521 4.330 1.402 -0.575
C -3.548 4.159 2.893 2.266
C -2.956 5.492 3.514 -1.237
O -1.630 5.759 3.294 -0.318
C -0.801 4.797 3.945 -0.415
N -4.824 3.856 3.448 -0.805
H -3.617 3.393 0.739 0.136
H -2.489 4.598 1.199 -0.263
H -4.208 5.130 1.103 0.418
H -2.897 3.314 3.110 -1.014
H -3.218 5.422 4.580 0.411
H -3.510 6.305 3.098 0.367
H 0.220 5.271 4.011 0.295
H -0.744 3.815 3.454 -0.092
H -1.118 4.584 4.989 0.370
H -5.353 3.409 2.764 0.346
H -4.608 3.181 4.195 0.273
```

Charge: 0

***

Below is C28H77F3N2O15Y as an isolated structure at a distorted geometry, with properties calculated with wB97M-V/def2-TZVPD.

XYZ file:
```
126
Properties=species:S:1:pos:R:3:mulliken_charge:R:1
Y 9.828 0.432 -15.111 1.411
O 10.751 1.922 -18.262 -0.688
H 11.268 2.728 -18.458 0.237
C 11.883 6.137 -14.246 -0.063
O 12.709 6.556 -15.347 -0.236
O 11.927 4.715 -14.274 -0.551
C 12.331 6.769 -12.844 0.824
F 11.435 6.644 -11.853 -0.253
F 13.540 6.361 -12.340 -0.260
F 12.529 8.065 -12.982 -0.248
C 12.060 7.346 -16.266 -0.147
C 13.160 7.972 -17.157 -1.246
H 12.794 8.588 -17.978 0.393
H 13.760 8.593 -16.491 0.310
H 13.729 7.146 -17.585 0.285
H 11.374 8.095 -15.871 0.370
H 11.374 6.889 -16.980 0.314
H 10.867 6.522 -14.339 0.295
O 7.633 7.443 -19.993 -0.626
H 7.618 7.888 -19.145 0.303
H 7.350 6.549 -19.800 0.316
O 15.933 2.591 -12.765 -0.620
H 16.497 3.145 -13.304 0.310
H 15.081 3.027 -12.782 0.318
O 13.491 -0.689 -14.043 -0.614
H 13.627 -1.636 -13.993 0.326
H 14.282 -0.312 -13.659 0.310
O 15.510 2.049 -17.708 -0.625
H 15.885 2.866 -18.037 0.322
H 14.619 2.283 -17.446 0.303
O 18.150 5.016 -19.432 -0.647
H 17.741 5.416 -20.200 0.323
H 18.813 4.427 -19.793 0.325
O 6.940 2.741 -14.182 -0.598
H 6.846 3.609 -14.576 0.325
H 6.289 2.725 -13.480 0.309
O 7.314 3.496 -19.666 -0.637
H 8.184 3.243 -19.357 0.331
H 7.020 2.752 -20.192 0.314
O 15.138 7.012 -7.053 -0.632
H 14.920 7.894 -6.751 0.321
H 14.475 6.814 -7.714 0.312
C 22.765 7.079 -13.448 -1.648
C 22.276 8.480 -13.979 1.199
C 22.217 8.382 -15.540 -1.256
C 21.347 9.523 -16.275 -0.837
C 19.994 9.514 -15.598 -1.089
C 19.930 9.632 -14.074 1.716
N 20.904 8.675 -13.470 0.368
O 20.690 8.495 -12.055 -0.435
C 20.050 11.120 -13.781 -1.858
C 18.569 9.160 -13.681 -2.048
C 23.252 9.638 -13.481 -1.510
H 22.589 6.231 -14.109 0.293
H 22.468 7.003 -12.402 0.473
H 23.847 7.207 -13.477 0.415
H 23.248 8.396 -15.893 0.504
H 21.939 7.389 -15.893 0.450
H 21.308 9.296 -17.341 0.436
H 21.908 10.455 -16.219 0.322
H 19.335 8.793 -16.080 0.406
H 19.623 10.438 -16.042 0.357
H 20.965 11.516 -14.222 0.369
H 19.215 11.779 -14.019 0.412
H 20.212 11.320 -12.722 0.397
H 18.448 8.129 -14.013 0.467
H 18.402 9.113 -12.605 0.407
H 17.724 9.763 -14.014 0.407
H 22.779 10.570 -13.790 0.333
H 24.201 9.481 -13.993 0.433
H 23.264 9.717 -12.394 0.359
H 20.821 7.556 -11.905 0.345
C 11.777 15.692 -16.316 -1.989
C 10.248 15.666 -16.038 1.619
C 10.205 15.446 -14.521 -1.327
C 8.911 15.720 -13.864 -0.633
C 8.460 17.057 -14.295 -1.427
C 8.355 17.380 -15.801 1.642
N 9.614 16.970 -16.446 0.180
O 9.638 17.199 -17.842 -0.447
C 7.057 16.811 -16.450 -1.769
C 8.247 18.921 -15.863 -1.855
C 9.623 14.460 -16.825 -1.608
H 11.909 15.709 -17.398 0.485
H 12.263 14.758 -16.032 0.394
H 12.255 16.579 -15.901 0.445
H 10.537 14.450 -14.227 0.388
H 10.863 16.219 -14.122 0.393
H 9.070 15.528 -12.803 0.401
H 8.136 14.975 -14.043 0.338
H 8.988 17.878 -13.809 0.464
H 7.455 17.198 -13.898 0.428
H 7.106 16.959 -17.528 0.377
H 6.868 15.754 -16.264 0.359
H 6.246 17.351 -15.961 0.498
H 8.868 19.517 -15.194 0.412
H 8.370 19.389 -16.840 0.406
H 7.241 19.256 -15.611 0.400
H 8.845 14.777 -17.519 0.285
H 9.146 13.771 -16.128 0.364
H 10.346 13.770 -17.260 0.402
H 10.266 17.924 -17.825 0.379
C 16.614 -0.671 -6.657 -1.471
C 15.943 0.069 -7.755 0.702
C 15.403 1.346 -7.197 -1.272
O 16.900 0.384 -8.721 -0.545
H 17.221 -1.512 -6.992 0.329
H 15.987 -0.906 -5.796 0.393
H 17.346 -0.064 -6.125 0.362
H 15.205 -0.655 -8.101 0.147
H 16.183 2.015 -6.836 0.347
H 14.639 1.182 -6.437 0.367
H 14.829 1.837 -7.983 0.338
H 16.604 1.012 -9.384 0.303
C 6.081 8.963 -13.313 -1.107
C 5.524 7.517 -13.254 0.405
C 4.035 7.418 -12.852 -1.357
O 5.787 6.975 -14.503 -0.523
H 5.748 9.569 -14.155 0.326
H 7.157 8.798 -13.370 0.276
H 5.885 9.427 -12.347 0.348
H 6.178 6.891 -12.646 0.236
H 3.590 6.541 -13.320 0.397
H 3.464 8.313 -13.100 0.323
H 4.000 7.269 -11.773 0.378
H 5.050 7.270 -15.044 0.301
```

Charge: +1

***

Below is a 7-piece molecular cluster, C28H77N7O7 overall at a distorted geometry, with properties calculated with wB97M-V/def2-TZVPD.

XYZ file:
```
119
Properties=species:S:1:pos:R:3:mulliken_charge:R:1
C 7.534 0.390 0.074 -1.436
C 8.490 1.101 -0.908 0.487
C 8.743 0.428 -2.320 -0.717
O 9.609 1.318 -3.107 -0.320
C 10.990 1.183 -2.854 -0.651
N 7.824 2.279 -1.232 -0.630
H 7.620 -0.689 0.205 0.372
H 6.505 0.359 -0.282 0.333
H 7.390 0.826 1.063 0.300
H 9.415 1.421 -0.428 0.223
H 7.865 0.306 -2.956 0.344
H 9.110 -0.590 -2.191 0.373
H 11.502 1.868 -3.530 0.243
H 11.279 0.163 -3.106 0.295
H 11.257 1.435 -1.828 0.258
H 7.373 2.261 -2.135 0.253
H 8.507 3.011 -1.369 0.273
C -8.719 5.900 8.411 -1.475
C -9.200 4.811 7.456 0.487
C -8.037 3.880 6.827 -0.749
O -7.229 4.534 5.892 -0.305
C -6.203 3.814 5.359 -0.805
N -10.226 3.956 8.091 -0.711
H -7.768 6.304 8.064 0.355
H -8.592 5.667 9.468 0.357
H -9.456 6.700 8.482 0.373
H -9.597 5.433 6.654 0.209
H -8.337 2.889 6.485 0.475
H -7.448 3.574 7.692 0.331
H -6.529 2.976 4.744 0.319
H -5.462 3.436 6.064 0.322
H -5.508 4.295 4.670 0.289
H -10.754 4.502 8.756 0.272
H -9.815 3.327 8.766 0.255
C 4.723 3.213 5.327 -1.356
C 5.531 4.371 4.610 0.253
C 6.962 4.495 5.248 -0.791
O 7.790 3.342 5.270 -0.343
C 9.170 3.661 5.321 -0.829
N 5.451 3.868 3.231 -0.592
H 5.056 2.217 5.035 0.380
H 3.652 3.318 5.153 0.350
H 4.867 3.257 6.407 0.332
H 4.982 5.313 4.633 0.284
H 6.822 4.928 6.238 0.417
H 7.515 5.352 4.864 0.498
H 9.468 4.028 4.339 0.354
H 9.766 2.754 5.415 0.262
H 9.539 4.322 6.105 0.322
H 6.177 4.087 2.564 0.229
H 5.395 2.871 3.380 0.231
C -1.550 1.249 -7.379 -1.381
C -2.952 1.319 -8.104 0.567
C -3.960 2.099 -7.188 -0.809
O -5.250 1.933 -7.841 -0.308
C -6.351 2.319 -7.097 -0.690
N -2.844 1.972 -9.405 -0.732
H -1.649 1.039 -6.314 0.360
H -0.989 2.145 -7.646 0.361
H -0.988 0.374 -7.706 0.350
H -3.322 0.299 -8.215 0.245
H -3.780 3.174 -7.147 0.402
H -3.881 1.591 -6.227 0.389
H -7.293 2.098 -7.598 0.221
H -6.116 3.382 -7.035 0.317
H -6.352 1.908 -6.087 0.266
H -3.748 2.298 -9.715 0.232
H -2.435 1.413 -10.141 0.208
C 1.571 -6.884 1.978 -1.414
C 2.114 -6.349 0.622 0.456
C 3.658 -6.349 0.528 -0.628
O 4.135 -5.244 1.317 -0.279
C 5.438 -5.304 1.855 -0.821
N 1.624 -7.121 -0.482 -0.685
H 1.875 -7.917 2.152 0.365
H 0.482 -6.904 2.002 0.376
H 1.848 -6.169 2.752 0.317
H 1.690 -5.355 0.480 0.229
H 4.072 -6.333 -0.481 0.378
H 3.951 -7.255 1.059 0.269
H 5.723 -6.213 2.385 0.328
H 5.735 -4.497 2.524 0.260
H 6.156 -5.272 1.036 0.322
H 2.260 -6.919 -1.240 0.259
H 1.708 -8.113 -0.310 0.268
C -3.215 0.786 0.209 -1.495
C -1.782 0.264 -0.098 0.425
C -1.259 -0.608 1.093 -0.757
O 0.174 -0.572 1.031 -0.342
C 0.743 -0.530 2.286 -0.764
N -1.646 -0.321 -1.418 -0.625
H -3.923 -0.033 0.337 0.353
H -3.739 1.339 -0.570 0.371
H -3.362 1.246 1.186 0.402
H -1.164 1.162 -0.085 0.222
H -1.750 -1.575 0.984 0.277
H -1.613 -0.291 2.074 0.502
H 0.865 0.438 2.772 0.255
H 1.736 -0.966 2.180 0.253
H 0.170 -1.286 2.823 0.375
H -0.846 -0.928 -1.305 0.289
H -2.355 -1.035 -1.507 0.255
C -5.170 -5.076 -2.741 -1.473
C -4.545 -5.064 -4.099 0.704
C -5.431 -4.312 -5.117 -0.774
O -6.773 -4.535 -5.009 -0.300
C -7.572 -4.064 -6.076 -0.794
N -3.236 -4.479 -3.995 -0.691
H -6.118 -5.614 -2.707 0.349
H -5.576 -4.106 -2.453 0.304
H -4.518 -5.573 -2.023 0.379
H -4.373 -6.103 -4.380 0.148
H -5.002 -4.585 -6.081 0.353
H -5.409 -3.226 -5.200 0.436
H -7.702 -2.991 -6.214 0.312
H -8.616 -4.359 -5.967 0.267
H -7.174 -4.375 -7.042 0.317
H -2.631 -5.071 -3.444 0.244
H -2.771 -4.430 -4.890 0.224
```

Charge: 0
Structure (SMILES): COC[C@H](C)N.COC[C@H](C)N.COC[C@H](C)N.COC[C@H](C)N.COC[C@H](C)N.COC[C@H](C)N.COC[C@H](C)N

***

| no. | frontier orbital gap (eV) | calculated total energy (eV) |
| --- | --- | --- |
| 1 | 8.09 | -133588.8486 |
| 2 | 8.99 | -129310.9609 |
| 3 | 1.18 | -73149.2517 |
| 4 | 9.47 | -55039.0280 |